# 1
Here is a cluster of 3 separate species, C29H70BO4P2 in total at a distorted geometry from the Open Molecules 2025 dataset. Energies are from ωB97M-V/def2-TZVPD.

Geometry as XYZ:
```
106
Properties=species:S:1:pos:R:3:lowdin_charge:R:1
C -2.3283 -1.6048 4.7762 -0.1173
C -1.8074 -0.4170 3.9484 -0.2459
C -0.9266 0.5755 4.7261 -0.1785
C 0.3644 1.0051 4.0203 -0.2988
O 1.4565 0.1748 4.2999 -0.3713
P 2.1674 -1.0385 3.2304 0.5731
C 1.1677 -2.4202 4.1019 -0.3137
C 1.8642 -3.7817 4.1563 -0.2747
C 1.0435 -4.9174 3.5201 -0.4266
C 1.9544 -6.0434 2.9839 -0.0787
C 0.0199 -5.4660 4.5252 -0.0857
O 0.8049 -0.8611 2.0147 -0.3845
C 0.8681 -1.6985 0.9143 -0.2996
C -0.3846 -1.4878 0.0569 -0.1757
O -0.1593 -1.5667 -1.3439 -0.1565
C -0.1212 -2.8793 -1.8631 -0.2790
C 1.3002 -3.3991 -2.0933 -0.0680
B 3.1685 0.3133 2.1940 -0.5248
O 4.5376 0.1343 2.0607 0.0466
C 2.5844 1.5878 1.4471 -0.1776
C 3.4246 2.0412 0.2460 -0.1275
P 3.8019 -1.2923 4.8696 0.8097
C 5.2924 -2.1237 4.1186 -0.3698
C 4.4530 0.4072 5.2080 -0.3586
H -2.3035 -2.5371 4.2088 0.0568
H -1.7132 -1.7617 5.6649 0.0596
H -3.3547 -1.4500 5.1175 0.0569
H -1.2619 -0.7792 3.0782 0.0757
H -2.6805 0.1252 3.5710 0.0937
H -0.6287 0.1606 5.6939 0.1048
H -1.4970 1.4840 4.9505 0.0962
H 0.2038 1.1586 2.9495 0.0857
H 0.6173 1.9991 4.4245 0.1112
H 2.8387 -2.0859 2.3943 0.0160
H 0.9228 -2.0491 5.0964 0.0637
H 0.2258 -2.5169 3.5564 0.0634
H 2.8343 -3.7287 3.6520 0.0571
H 2.0481 -4.0553 5.2007 0.1046
H 0.4959 -4.5134 2.6641 0.1056
H 1.5950 -7.0345 3.2728 0.0591
H 2.0203 -6.0263 1.8942 0.0643
H 2.9697 -5.9410 3.3731 0.0687
H 0.4365 -6.3096 5.0812 0.0677
H -0.2829 -4.6948 5.2359 0.0688
H -0.8856 -5.8241 4.0274 0.0690
H 0.9384 -2.7555 1.2271 0.1043
H 1.7477 -1.4919 0.2785 0.1118
H -0.7628 -0.4867 0.2641 0.1062
H -1.1676 -2.2055 0.3351 0.1183
H -0.6597 -3.5608 -1.1943 0.1086
H -0.6722 -2.8654 -2.8077 0.1084
H 1.3649 -4.4693 -1.8888 0.0676
H 1.9927 -2.8890 -1.4254 0.0639
H 1.6326 -3.2264 -3.1172 0.0640
H 4.7553 -0.7880 1.9070 0.0692
H 2.5784 2.3976 2.1930 0.1081
H 1.5509 1.4054 1.1524 0.0678
H 2.9188 2.8180 -0.3342 0.0483
H 3.6149 1.2058 -0.4329 0.0696
H 4.3964 2.4186 0.5655 0.0662
H 6.0027 -1.3899 3.7242 0.0130
H 5.8133 -2.7183 4.8709 0.0057
H 4.9831 -2.7729 3.2976 0.0027
H 4.8823 0.4445 6.2106 0.0069
H 3.6214 1.1101 5.1449 0.0171
H 5.2248 0.7024 4.4924 0.0157
C -2.5490 3.2507 -3.0050 -0.1165
C -2.2519 4.3274 -1.9666 -0.2707
C -0.8198 4.2762 -1.4352 -0.2248
C -0.4494 2.9742 -0.7228 -0.2162
C -1.3401 2.6153 0.4637 -0.2607
C -1.2980 3.6350 1.5967 -0.1015
H -2.4385 2.2478 -2.5907 0.0690
H -3.5721 3.3418 -3.3763 0.0608
H -1.8748 3.3385 -3.8611 0.0700
H -2.9609 4.2403 -1.1386 0.0973
H -2.4248 5.3122 -2.4112 0.1001
H -0.6613 5.1225 -0.7605 0.1002
H -0.1274 4.4244 -2.2711 0.1078
H 0.5842 3.0481 -0.3736 0.0905
H -0.4619 2.1467 -1.4379 0.1066
H -1.0104 1.6498 0.8571 0.0798
H -2.3735 2.4705 0.1320 0.1008
H -0.2731 3.7442 1.9590 0.0739
H -1.9135 3.2931 2.4307 0.0670
H -1.6649 4.6187 1.2954 0.0626
C -3.3248 4.4293 -7.6330 -0.1107
C -4.1800 3.1760 -7.7872 -0.2697
C -3.8066 2.0640 -6.8082 -0.2255
C -2.3790 1.5332 -6.9481 -0.2285
C -2.0286 0.9878 -8.3318 -0.2711
C -2.8859 -0.2011 -8.7525 -0.1142
H -2.2712 4.2252 -7.8302 0.0650
H -3.6415 5.2109 -8.3255 0.0665
H -3.4021 4.8291 -6.6194 0.0730
H -4.1116 2.8099 -8.8160 0.0959
H -5.2297 3.4383 -7.6293 0.1026
H -4.5159 1.2391 -6.9196 0.1013
H -3.9365 2.4343 -5.7866 0.0946
H -2.2306 0.7431 -6.2058 0.1125
H -1.6687 2.3226 -6.6878 0.0985
H -0.9779 0.6867 -8.3280 0.1040
H -2.1125 1.7818 -9.0800 0.0963
H -2.7922 -1.0196 -8.0355 0.0753
H -2.5837 -0.5784 -9.7307 0.0664
H -3.9421 0.0659 -8.8172 0.0631
```

Properties
Net charge: -1
E_HOMO, eV: -3.447
E_LUMO, Ha: 0.0833

***

# 2
Here is a structure of composition C14H21BFeN4 at a distorted geometry from the Open Molecules 2025 dataset. Energies are from ωB97M-V/def2-TZVPD.

Geometry as XYZ:
```
41
Properties=species:S:1:pos:R:3:mulliken_spin:R:1
C 2.4203 -0.8529 -0.9485 0.0499
C 0.0763 -1.1518 -2.9341 -0.0304
C 1.8243 -1.9501 -0.3832 -0.1293
H 2.8563 -0.0860 -0.2949 -0.0002
C -0.6082 -1.9799 -2.1422 0.0519
H -0.4576 -0.3329 -3.4392 -0.0018
H 1.9765 -2.1786 0.6839 -0.0178
H -1.6927 -1.8495 -2.0336 0.0015
C 1.4195 -3.2036 -1.1418 0.0407
H 1.5750 -4.0588 -0.4617 0.0008
H 2.0513 -3.4133 -2.0212 -0.0002
C 2.5564 -0.5848 -2.4029 -0.0040
H 3.5722 -0.8592 -2.7513 0.0041
H 2.4649 0.5048 -2.5667 0.0002
C 1.5201 -1.2542 -3.3633 0.0018
H 1.8512 -2.2725 -3.6331 -0.0004
H 1.5731 -0.6659 -4.2984 -0.0002
C -0.0697 -3.2518 -1.5453 -0.0300
H -0.1824 -4.0929 -2.2604 -0.0009
H -0.6674 -3.5190 -0.6550 0.0005
Fe -0.1689 0.3495 0.7437 3.8507
H 0.5996 -0.9629 0.3136 -0.0236
B -0.8415 3.3902 1.8458 -0.0098
N -1.8229 2.6396 0.8844 0.0130
C -3.0630 2.9703 0.5377 0.0328
C -3.6279 1.9174 -0.1938 0.0079
C -2.6267 0.9649 -0.3505 0.0606
N -1.5143 1.4160 0.3020 0.0141
N -0.2423 2.2928 2.8243 0.0192
C -0.1254 2.3558 4.1678 0.0317
C 0.2277 1.0721 4.6368 0.0054
C 0.4161 0.2811 3.5132 0.0403
N 0.1209 1.0234 2.3962 0.0223
H -1.4503 4.1932 2.5278 0.0001
H -0.0018 4.0390 1.2931 -0.0008
H -3.4700 3.8968 0.8809 0.0029
H -4.6039 1.8761 -0.6091 0.0009
H -2.6153 0.0237 -0.8753 -0.0014
H -0.3385 3.2734 4.6701 0.0025
H 0.3546 0.7967 5.6636 0.0014
H 0.7346 -0.7564 3.4206 -0.0066
```

Properties
Energy above the lowest of the compared OMol25 structures with the same formula, charge and spin, eV: 0.000
Spin multiplicity: 5
E_HOMO (alpha / beta), eV: -6.541 / -6.920
E_LUMO (alpha / beta), Ha: 0.0299 / 0.0151

***

# 3
Here is the ion C4H9N2 with charge +1 at a distorted geometry from the Open Molecules 2025 dataset. Energies are from ωB97M-V/def2-TZVPD.

Geometry as XYZ:
```
15
Properties=species:S:1:pos:R:3:nbo_charge:R:1
C 0.4881 1.5767 -0.9051 -0.3497
C 0.7703 0.4530 0.1225 -0.2301
C 0.0216 -0.7764 0.0532 0.4870
C -1.3777 -0.7264 -0.3855 -0.7190
N 0.6182 -1.9240 0.2647 -0.6327
N 0.1090 1.7170 0.4980 -0.5138
H 1.3840 2.1709 -1.1118 0.1911
H 1.7759 0.3551 0.5271 0.2291
H -1.7971 -1.7162 -0.5356 0.2505
H -1.4091 -0.1559 -1.3233 0.3165
H -2.0106 -0.1894 0.3224 0.2603
H 1.6049 -1.9840 0.4799 0.4321
H 0.1228 -2.7956 0.1293 0.4353
H 0.5877 2.3354 1.1631 0.4283
H -0.8879 1.6597 0.7010 0.4150
```

Properties
Energy above the lowest of the compared OMol25 structures with the same formula, charge and spin, eV: 3.837
Net charge: +1
E_HOMO, eV: -12.092
E_LUMO, Ha: -0.1694